# 1
60
Properties=species:S:1:pos:R:3:lowdin_charge:R:1 method="wB97M-V/def2-TZVPD" e_lumo_ev=2.35 multiplicity=1 energy_ha=-2668.84756 orbital_gap_ev=6.4 e_homo_ev=-4.06 fmax_ha_per_bohr=0.0492 total_charge=-1
C -2.95009 -1.48717 -5.60360 -0.094
C -2.28660 -1.85636 -4.29939 -0.281
O -1.92866 -0.63177 -3.60156 -0.216
P -0.59004 -0.57160 -2.69505 0.509
C -1.12872 -0.32650 -1.02794 -0.131
C -1.59132 -1.51449 -0.37692 -0.556
O -1.83763 -1.69924 0.81333 0.017
O -1.69305 -2.54960 -1.31201 -0.114
C -1.32194 -3.87945 -0.86694 -0.229
C 0.11884 -4.21186 -1.14629 -0.078
O 0.41031 -1.63386 -2.97602 -0.292
O -0.05566 0.90523 -3.06136 -0.225
C 1.22685 1.01366 -3.73107 -0.289
C 1.31008 2.37596 -4.36816 -0.085
H -3.32643 -2.38990 -6.08558 0.067
H -3.77875 -0.79366 -5.44080 0.073
H -2.22052 -1.01737 -6.26974 0.073
H -2.95794 -2.43253 -3.64969 0.112
H -1.36818 -2.43518 -4.47820 0.109
H -1.63712 0.60853 -0.84365 0.067
H -1.53557 -3.94683 0.20357 0.107
H -1.98857 -4.54330 -1.42105 0.108
H 0.20556 -5.28591 -1.33290 0.065
H 0.50617 -3.64737 -1.99979 0.054
H 0.72074 -3.98620 -0.26002 0.076
H 2.02312 0.86572 -2.98891 0.091
H 1.30001 0.22070 -4.49130 0.111
H 2.32561 2.54501 -4.73145 0.072
H 0.62861 2.42126 -5.22392 0.074
H 1.04850 3.16685 -3.65949 0.066
C 1.99408 -0.38347 6.96743 -0.068
C 2.28680 -0.16558 5.62046 -0.040
C 1.24608 0.13893 4.74612 -0.246
C -0.05679 0.24786 5.19583 -0.242
C -0.35816 0.04332 6.54277 -0.039
C 0.67524 -0.27247 7.42740 -0.069
S -1.29514 0.68370 3.95575 0.706
O -2.27564 -0.37129 3.92395 -0.283
O -1.68012 2.06190 4.15438 -0.292
C -0.18270 0.60635 2.55534 -0.300
C -0.56148 0.86743 1.26421 -0.058
C 0.24592 1.82497 0.50130 -0.243
C 1.39506 1.39470 -0.17181 -0.048
C 2.21034 2.30382 -0.83948 -0.089
C 1.90128 3.66732 -0.82913 -0.098
C 0.74436 4.10923 -0.17932 -0.086
C -0.08775 3.19587 0.46186 -0.014
S 1.53603 0.58214 3.02498 0.702
O 2.08040 1.91988 3.03307 -0.283
O 2.21110 -0.50209 2.35481 -0.280
H 2.80117 -0.63616 7.65418 0.105
H 3.30016 -0.22363 5.22992 0.123
H -1.38987 0.14007 6.87432 0.122
H 0.44769 -0.43288 8.48069 0.104
H -1.58007 0.60090 1.03308 0.105
H 1.60695 0.32489 -0.19007 0.125
H 3.09675 1.93331 -1.35734 0.106
H 2.56341 4.37546 -1.33163 0.098
H 0.48827 5.17054 -0.16772 0.098
H -0.99098 3.51223 0.99053 0.121

---

# 2
79
Properties=species:S:1:pos:R:3:lowdin_charge:R:1 method="wB97M-V/def2-TZVPD" e_lumo_ev="-1.11 / -3.50" s_squared=8.81 multiplicity=6 energy_ha=-4435.19641 orbital_gap_ev="2.9 / 3.0" e_homo_ev="-3.96 / -6.52" relative_energy_kj_mol=255.4 fmax_ha_per_bohr=0.0789 total_charge=0
Ir 10.28959 11.45753 11.84708 1.465
Cl 17.62448 11.96596 10.59184 0.722
C 16.02485 11.87436 11.23769 -0.693
C 15.78017 12.14720 12.59060 -0.639
Cl 17.04323 12.76841 13.64614 0.685
C 14.48202 11.91360 13.11797 -0.574
Cl 14.05761 11.97667 14.77051 0.826
C 13.44832 11.46629 12.25194 -0.330
O 12.22338 11.71463 12.54119 -0.146
C 13.88426 10.64737 11.07980 -0.359
O 13.42333 9.55035 10.72744 0.040
C 15.00799 11.32288 10.44523 -0.554
Cl 14.68980 11.67394 8.77097 0.784
O 9.92251 11.98023 13.76770 -0.180
C 9.08976 12.95525 14.11936 -0.341
C 9.54406 13.77801 15.15385 -0.020
C 8.65729 14.75055 15.60106 -0.101
C 7.37722 14.81813 15.05883 -0.089
C 6.97167 14.17406 13.90505 -0.050
C 7.83551 13.14238 13.45060 -0.087
C 7.44769 12.19986 12.37955 -0.240
N 8.29944 11.33081 11.71531 -0.110
C 7.51999 10.47802 10.95949 -0.108
C 6.23106 10.99368 10.94907 -0.068
N 6.19146 12.03747 11.88338 0.078
H 10.60009 13.62693 15.46276 0.133
H 8.93836 15.43176 16.43730 0.108
H 6.69882 15.42289 15.60768 0.096
H 6.02470 14.39088 13.41632 0.099
H 7.94874 9.56972 10.54439 0.109
H 5.35305 10.82338 10.35912 0.098
H 5.35701 12.41878 12.36802 0.163
C 14.79467 16.80627 7.79367 -0.040
C 13.79638 16.38005 8.91398 -0.254
C 12.51023 16.89729 8.89324 -0.028
C 11.57163 16.46955 9.84231 -0.042
C 11.92609 15.47746 10.72916 -0.261
C 13.20226 14.90180 10.75393 -0.031
C 14.12075 15.41056 9.85297 -0.047
S 10.71050 14.74234 11.83296 0.663
O 11.44395 14.28119 12.99768 -0.324
O 9.47658 15.44800 11.99909 -0.264
N 10.41710 13.28649 11.06786 -0.260
C 9.87769 13.31080 9.76423 -0.239
C 9.08184 14.30042 9.09374 -0.008
C 8.59276 14.01127 7.77965 -0.098
C 8.90365 12.84955 7.17781 -0.092
C 9.58884 11.80611 7.80191 -0.187
C 9.70839 10.49699 7.23444 -0.054
C 10.14723 9.48353 8.07738 -0.109
C 10.75010 9.78275 9.29048 -0.165
N 10.49721 10.97700 9.90353 -0.119
C 10.06326 12.02866 9.11980 -0.177
H 14.79877 17.90534 7.71073 0.075
H 14.54667 16.41589 6.82030 0.066
H 15.84346 16.47060 8.10360 0.094
H 12.31689 17.53280 8.05116 0.111
H 10.55513 16.86698 9.87177 0.115
H 13.28552 14.02441 11.37995 0.093
H 15.07897 14.91765 9.71552 0.101
H 8.89302 15.19728 9.66859 0.077
H 7.97560 14.68384 7.23104 0.089
H 8.60826 12.72488 6.13830 0.108
H 9.50223 10.43271 6.11330 0.124
H 10.24373 8.41943 7.77213 0.106
H 11.36978 9.04364 9.81804 0.088
N 11.48303 6.64351 15.77660 0.105
C 11.04472 7.53411 14.81199 -0.289
C 12.03195 8.05762 13.91904 -0.011
C 11.64860 8.82667 12.85074 -0.114
N 10.37352 9.34044 12.72919 -0.043
C 9.42132 8.76654 13.50955 -0.117
C 9.71598 7.97757 14.60819 -0.014
H 12.29181 6.08119 15.50576 0.105
H 10.77936 6.11281 16.27784 0.101
H 13.08316 7.78154 14.11624 0.121
H 12.34903 8.95986 11.95834 0.095
H 8.38328 9.13485 13.38054 0.120
H 8.83200 7.65570 15.16583 0.112

---

# 3
33
Properties=species:S:1:pos:R:3:lowdin_charge:R:1 method="wB97M-V/def2-TZVPD" e_lumo_ev=-3.28 multiplicity=1 energy_ha=-958.04558 orbital_gap_ev=8.3 smiles=CCCO[C@H]1[NH2+]CO[C@H]1CSCC e_homo_ev=-11.59 relative_energy_kj_mol=2.5 fmax_ha_per_bohr=0.0385 total_charge=+1
C -0.06180 -0.08418 2.78365 -0.079
C 0.49436 1.31121 2.44463 -0.197
C 1.40189 1.31933 1.24175 -0.201
O 0.63807 1.36469 0.02869 -0.039
C 1.31120 1.20470 -1.15468 -0.237
N 2.62520 0.48828 -1.12399 0.156
C 2.21751 -0.97738 -1.22116 -0.116
O 1.38604 -0.92298 -2.32182 -0.063
C 0.53307 0.22584 -2.12689 -0.280
C -0.89895 -0.09772 -1.79121 -0.379
S -0.99242 -1.55595 -0.71921 0.918
C -2.76474 -1.81414 -0.55663 -0.511
C -3.45725 -0.86157 0.44156 -0.135
H 0.15868 -0.80872 2.01201 0.038
H 0.37404 -0.45862 3.70112 0.075
H -1.13178 -0.01455 2.92866 0.067
H -0.29226 2.04711 2.33511 0.119
H 1.11526 1.61597 3.27889 0.114
H 2.03734 0.43549 1.32294 0.118
H 2.04967 2.19584 1.32361 0.133
H 1.45930 2.09331 -1.76446 0.173
H 3.17379 0.63201 -1.97630 0.198
H 3.29368 0.68229 -0.37345 0.183
H 3.08154 -1.59480 -1.41958 0.160
H 1.62368 -1.20897 -0.33864 0.107
H 0.50041 0.71418 -3.09605 0.155
H -1.41374 -0.30895 -2.72123 0.096
H -1.40584 0.75123 -1.35008 0.100
H -3.25357 -1.69613 -1.51822 0.074
H -2.93078 -2.83777 -0.25419 0.068
H -4.14895 -1.39347 1.07693 0.072
H -4.00124 -0.11406 -0.12261 0.069
H -2.72139 -0.33149 1.03085 0.041

---

# 4
18
Properties=species:S:1:pos:R:3:lowdin_charge:R:1 method="wB97M-V/def2-TZVPD" e_lumo_ev=1.10 multiplicity=1 energy_ha=-269.09710 orbital_gap_ev=10.2 smiles=C[C@H](N)CCN e_homo_ev=-9.13 relative_energy_kj_mol=50.5 fmax_ha_per_bohr=0.0332 total_charge=0
C 2.13230 0.12709 -0.59625 -0.069
C 0.81141 -0.01331 0.15352 -0.477
C -0.37514 0.01349 -0.81533 -0.190
C -1.75906 -0.02021 -0.20266 -0.292
N -2.03280 1.16574 0.63380 0.004
N 0.78548 -1.24217 0.92081 0.039
H 2.00339 0.13289 -1.69136 0.070
H 2.83313 -0.68537 -0.44342 0.072
H 2.51154 1.14518 -0.49250 0.073
H 0.72428 0.87562 0.79660 0.114
H -0.25774 0.84534 -1.50575 0.115
H -0.27335 -0.87680 -1.44874 0.121
H -1.89492 -0.96059 0.34705 0.093
H -2.51603 -0.04166 -0.98798 0.104
H -2.72237 0.92911 1.33039 0.059
H -1.18354 1.42293 1.10792 0.038
H -0.13573 -1.58272 1.13580 0.050
H 1.34914 -1.23456 1.75809 0.076

---

# 5
82
Properties=species:S:1:pos:R:3:lowdin_charge:R:1 method="wB97M-V/def2-TZVPD" e_lumo_ev=-17.17 multiplicity=1 energy_ha=-2044.47231 orbital_gap_ev=2.1 e_homo_ev=-19.27 relative_energy_kj_mol=804.2 fmax_ha_per_bohr=0.0963 total_charge=+4
In 0.13448 -2.01893 -2.91802 1.558
In 2.00974 2.50893 -0.73702 1.620
B 2.21176 0.58628 -3.19951 -0.354
H 2.73029 0.21735 -2.32817 -0.022
H 2.62359 1.49811 -3.60352 -0.001
H 2.27800 -0.21780 -3.91597 0.039
H 1.18956 0.70481 -2.87503 -0.115
B 0.24963 -0.03607 -0.40762 -0.465
H -0.11230 0.31540 -1.36142 -0.042
H 0.03335 0.70418 0.34703 0.004
H -0.17669 -0.96697 -0.06719 -0.003
H 1.31368 -0.16933 -0.52722 -0.040
C -0.83302 0.08171 -6.24794 -0.168
C -0.87604 1.05923 -5.06950 -0.159
O -1.21621 0.45335 -3.83041 -0.105
O -0.08632 -1.06814 -5.94303 -0.051
H -0.39227 0.50264 -7.15164 0.154
H -1.85150 -0.22195 -6.49003 0.146
H -1.69564 1.76524 -5.20335 0.148
H 0.05673 1.61507 -4.97416 0.132
H -1.92229 0.90357 -3.36099 0.105
H 0.37034 -1.35575 -6.73698 0.127
C 1.53541 -1.23120 4.64724 -0.207
C 0.44996 -1.73057 3.70971 -0.182
O 0.66663 -1.34516 2.35991 -0.081
O 2.81991 -1.76667 4.42796 0.023
H 1.12189 -1.28900 5.65410 0.149
H 1.82115 -0.18485 4.53950 0.107
H -0.55292 -1.51534 4.07852 0.133
H 0.38763 -2.81484 3.80230 0.135
H -0.15392 -1.19863 1.88363 0.040
H 3.33975 -1.44207 5.16687 0.117
C -2.95398 -3.45125 -0.82292 -0.157
C -3.52176 -2.13500 -1.38043 -0.179
O -2.57836 -1.13650 -1.68763 -0.078
O -1.93562 -3.94005 -1.66352 -0.049
H -3.67795 -4.25175 -0.67072 0.161
H -2.58533 -3.29461 0.19083 0.139
H -4.27495 -1.79385 -0.67020 0.137
H -4.18156 -2.24805 -2.24065 0.149
H -2.97710 -0.26392 -1.72245 0.103
H -1.79091 -4.84602 -1.38088 0.103
C -0.02821 5.67069 0.69413 -0.166
C -0.99673 4.54324 1.11597 -0.178
O -0.20550 3.39893 1.41786 -0.106
O 1.03680 5.26927 -0.19951 -0.082
H 0.33903 6.23375 1.55215 0.136
H -0.54831 6.51494 0.24154 0.147
H -1.61604 4.36232 0.23743 0.123
H -1.64761 4.88278 1.92168 0.150
H -0.66940 2.91228 2.10311 0.045
H 1.61594 6.03244 -0.26101 0.118
C 2.87032 1.81854 2.95824 -0.148
C 3.37916 3.29184 2.61630 -0.181
O 3.89901 3.28382 1.33966 -0.084
O 1.93585 1.20604 2.04448 -0.072
H 2.23396 1.91509 3.83791 0.124
H 3.69116 1.22104 3.35489 0.138
H 4.20457 3.55364 3.27832 0.156
H 2.54669 3.97709 2.77610 0.128
H 4.77600 3.66954 1.27887 0.135
H 1.60582 0.38693 2.42095 0.051
C -3.38912 0.35416 1.47700 -0.192
C -3.24319 1.37362 2.58872 -0.191
O -1.96508 1.90922 2.84000 -0.049
O -2.21865 -0.46676 1.52213 -0.060
H -3.57582 0.80919 0.50428 0.115
H -4.35425 -0.11700 1.66310 0.138
H -3.82690 1.15803 3.48364 0.145
H -3.74940 2.18671 2.06838 0.133
H -1.41313 1.28145 3.31208 0.102
H -1.59388 -0.12591 0.87785 0.008
C 1.20523 -5.41814 -1.05689 -0.134
C 1.67608 -4.43028 0.08530 -0.154
O 1.11640 -3.18549 -0.16374 -0.067
O 1.34271 -4.99031 -2.43528 -0.063
H 0.12455 -5.54222 -0.98745 0.107
H 1.66863 -6.39846 -0.94588 0.152
H 2.75920 -4.35977 0.18512 0.152
H 1.23965 -4.76299 1.02708 0.151
H 1.38097 -2.59581 0.54611 0.082
H 1.39664 -5.80505 -2.94015 0.118

---

# 6
17
Properties=species:S:1:pos:R:3:lowdin_charge:R:1 method="wB97M-V/def2-TZVPD" e_lumo_ev="0.80 / 0.78" multiplicity=1 energy_ha=-3267.99221 orbital_gap_ev="5.6 / 5.6" e_homo_ev="-4.80 / -4.80" fmax_ha_per_bohr=0.0495 total_charge=-1
Ir -0.76945 -0.55817 -0.64815 0.380
S -2.55809 -1.05195 6.10044 0.488
C -2.38399 -1.06406 4.47342 -1.519
S -2.96228 0.21084 3.43465 0.874
C -2.38770 -0.45882 1.91854 -1.207
C -1.73964 -1.66936 2.00160 -1.207
S -1.12103 -2.58009 0.68780 0.494
S -1.59621 -2.35319 3.60933 0.873
S -2.72832 0.40769 0.47820 0.494
S 0.15024 -0.25250 -2.84876 0.518
C 1.43787 0.65674 -2.11534 -1.170
S 1.33103 0.74070 -0.39325 0.577
C 2.43431 1.24322 -2.85844 -0.391
C 2.48991 1.10450 -4.25469 -0.266
N 2.57000 1.01157 -5.39779 0.155
C 3.47738 1.99752 -2.29907 -0.250
N 4.35596 2.61536 -1.88852 0.156